# C47H92F2IN6O9P2S2

5 unconnected molecules or ions with the total composition C47H92F2IN6O9P2S2 at a distorted geometry (the ωB97M-V functional and the def2-TZVPD basis, OMol25).

XYZ file:
```
161
Properties=species:S:1:pos:R:3:forces:R:3
O 7.347809 0.647441 -0.114975 -3.249 -3.756 0.363
P 6.494014 -0.642010 -0.071559 7.118 3.702 -0.596
O 6.762689 -1.402418 -1.603585 -1.239 -0.146 3.121
O 7.189052 -1.661884 1.085296 -2.071 0.349 -2.418
N 4.830129 -0.160881 0.192279 0.350 -2.196 -2.847
C 4.009723 -0.721102 -0.935602 -1.576 -1.878 4.272
N 3.978003 -0.301623 -2.213511 -0.408 -1.418 2.315
C 4.847681 0.842297 -2.656687 1.418 1.964 -0.469
C 4.181321 1.827534 -3.740378 0.777 0.663 -0.338
C 5.089481 1.750462 -5.069596 0.947 -0.534 1.089
I 4.571258 3.260886 -6.561364 0.122 -0.830 0.749
P 2.895881 -1.118604 -3.352837 -1.133 -0.166 -7.250
O 3.383663 -1.041892 -4.814804 -0.663 0.000 5.105
O 2.641137 -2.764580 -3.017585 -0.984 3.539 0.982
O 1.411384 -0.241407 -3.318750 3.153 -1.345 2.166
N 3.245990 -1.761318 -0.266949 0.636 3.031 -2.935
C 3.386557 -1.878967 1.249668 -1.162 1.268 -1.390
C 4.277670 -3.188194 1.532687 0.978 -0.677 0.489
C 4.821612 -3.941447 0.215127 -0.001 -1.186 0.525
C 3.706784 -4.909971 -0.472461 1.349 0.742 0.519
F 3.434757 -5.942500 0.503113 -0.007 1.719 -1.501
C 1.843165 -1.852262 1.731626 -0.834 -0.520 0.910
C 1.136624 -3.294933 1.776285 -0.167 -0.494 1.575
C 1.255740 -3.913486 3.283438 0.836 -0.083 0.178
C 1.133145 -5.519579 3.320261 -0.029 0.279 0.031
C 2.526035 -6.290678 3.543103 -0.312 -1.343 0.089
C 2.572034 -7.186699 4.899132 0.853 -0.414 -0.635
C 4.111984 -7.415541 5.387849 -0.657 1.265 0.590
S 4.864436 -8.979689 4.712015 1.888 1.029 -0.821
C 6.420362 -8.484185 3.818025 2.919 0.865 -4.432
N 6.697468 -8.661771 2.414702 -0.931 0.815 3.870
N 7.912504 -8.149087 2.084222 1.488 1.312 4.814
C 8.525568 -7.634847 3.286530 -4.603 -2.521 -2.963
O 7.583005 -7.849358 4.322937 0.423 0.029 -0.625
C 4.143843 -0.451951 1.469350 1.142 -0.189 2.294
C 4.965796 -0.302848 2.858358 1.711 -0.662 3.291
C 4.595852 -1.181341 4.120817 3.939 3.950 -0.264
C 5.496507 -0.817973 5.342451 -0.394 0.210 -1.641
C 6.638283 0.219496 5.348554 -2.681 -1.223 -2.930
N 6.928347 0.980275 4.184912 -3.127 -3.018 0.444
C 6.110009 0.713326 3.060580 -1.007 -0.804 -0.251
S 3.020206 1.069054 1.629820 -4.592 3.127 1.641
O 1.990923 1.159699 0.547101 3.340 -0.560 1.782
O 2.474451 1.239127 3.012613 2.255 -0.874 -3.946
F 4.072187 2.382987 1.388957 -1.468 -2.841 0.207
H 7.273142 -2.238893 -1.464607 -0.481 0.826 -0.304
H 7.172741 -2.604469 0.793073 -0.058 0.685 0.476
H 5.130311 1.483771 -1.736041 -0.703 -1.374 -1.196
H 5.862552 0.476263 -3.076361 -1.895 0.082 0.705
H 3.066972 1.669318 -3.923049 1.595 0.004 0.109
H 4.304543 2.902393 -3.334600 -0.322 -1.747 -0.579
H 5.149606 0.703637 -5.530524 -0.572 1.636 0.557
H 6.170559 1.999690 -4.735435 -1.800 -0.213 -0.632
H 1.660126 -2.841310 -2.863751 0.969 -0.253 -0.222
H 1.475369 0.441133 -2.595215 -0.458 -0.694 -0.760
H 2.291836 -1.862105 -0.639412 0.663 -0.327 0.331
H 5.210914 -2.936736 2.171035 -1.688 -0.076 -1.004
H 3.726562 -3.999397 2.147772 0.579 1.606 -1.085
H 5.344945 -3.263963 -0.542432 -1.066 -0.873 0.858
H 5.637750 -4.675492 0.591480 -1.298 1.119 -0.543
H 4.182850 -5.405592 -1.383389 -0.954 0.613 1.210
H 2.769267 -4.292125 -0.735164 1.312 -1.451 0.477
H 1.772966 -1.422340 2.805571 0.197 -0.557 -1.789
H 1.172239 -1.185058 1.063841 1.547 -0.723 0.996
H 1.602264 -4.079931 1.089546 -0.646 1.244 0.661
H 0.003106 -3.204894 1.565149 1.954 -0.052 0.043
H 0.520822 -3.410738 4.011154 0.944 -0.686 -1.308
H 2.310413 -3.664324 3.699906 -1.622 -0.231 -0.634
H 0.717481 -5.836305 2.291605 0.332 0.292 1.815
H 0.423782 -5.824078 4.183150 0.967 0.431 -1.667
H 3.449763 -5.617016 3.556537 -1.353 -0.693 -0.188
H 2.617803 -7.057525 2.681859 0.255 1.458 1.320
H 1.952685 -6.729050 5.755492 1.020 -0.689 -1.319
H 2.187585 -8.244960 4.640483 0.194 1.774 0.595
H 4.767023 -6.512352 5.107184 -0.940 -1.445 0.468
H 4.097762 -7.521078 6.526508 0.239 0.113 -1.626
H 9.555642 -7.146636 3.343529 -1.976 -0.828 0.504
H 3.771266 -1.963354 4.130625 1.303 1.220 0.162
H 5.290358 -1.374758 6.328582 0.371 0.952 -1.774
H 7.247971 0.371023 6.295355 -0.879 -0.108 -1.548
H 6.334703 1.367376 2.133399 -0.186 -1.126 1.763
C 1.964936 5.199826 1.723583 -0.089 0.036 -0.148
C 3.276147 5.873833 1.342824 0.058 -0.078 0.064
C 4.193115 6.129527 2.539527 0.147 0.072 -0.042
C 3.630188 7.077066 3.603391 -0.159 -0.098 0.054
C 3.239676 8.466223 3.098961 0.092 0.012 0.069
C 4.417928 9.255778 2.543245 -0.093 0.128 -0.107
H 1.370904 5.822613 2.396443 0.024 -0.079 -0.020
H 1.364082 5.012498 0.829637 -0.040 -0.032 0.088
H 2.150272 4.240234 2.214693 -0.049 0.060 0.054
H 3.068317 6.808468 0.812388 0.043 -0.025 0.042
H 3.805029 5.229570 0.631558 0.014 0.074 0.005
H 5.148736 6.520411 2.173121 -0.053 -0.018 0.039
H 4.426779 5.170810 3.019099 -0.028 0.037 -0.037
H 4.375660 7.183911 4.400010 -0.041 0.013 -0.056
H 2.754483 6.616113 4.074179 0.067 0.000 -0.020
H 2.806504 9.029447 3.931476 -0.035 -0.066 -0.051
H 2.455803 8.393027 2.337774 0.018 -0.038 0.055
H 5.193807 9.382294 3.303044 -0.005 -0.025 -0.069
H 4.090498 10.249965 2.226422 0.106 -0.069 0.018
H 4.862180 8.763034 1.674718 0.013 0.040 0.060
C -4.276636 0.733623 -1.700110 -0.136 -0.038 0.052
C -3.791407 1.533460 -0.498972 0.041 0.050 -0.090
C -2.269773 1.673042 -0.441657 0.051 0.128 0.140
C -1.498451 0.357692 -0.297419 -0.046 -0.136 -0.227
C -1.864972 -0.484676 0.924543 0.070 0.124 0.029
C -1.572192 0.215835 2.245495 -0.069 -0.152 0.118
H -3.907229 -0.294754 -1.676739 -0.030 0.032 -0.047
H -5.368732 0.692296 -1.708707 0.067 -0.033 -0.077
H -3.947791 1.197650 -2.634178 -0.012 -0.062 0.025
H -4.169911 1.079051 0.422299 0.040 0.043 -0.007
H -4.230276 2.535397 -0.548389 0.052 -0.067 0.078
H -2.008578 2.340635 0.386681 0.030 -0.054 -0.055
H -1.924915 2.178159 -1.352147 -0.042 -0.034 0.051
H -0.425873 0.588176 -0.262299 0.001 0.034 0.079
H -1.644318 -0.249993 -1.198504 -0.041 0.040 0.012
H -1.289100 -1.416742 0.890731 -0.068 -0.056 -0.049
H -2.919791 -0.775051 0.889328 0.080 0.003 -0.065
H -0.511600 0.473246 2.322795 -0.036 0.095 0.012
H -1.822532 -0.440053 3.084495 0.032 0.108 -0.012
H -2.158198 1.130933 2.356841 0.089 -0.053 0.004
C -9.935715 -1.518169 0.057044 0.130 -0.097 -0.020
C -9.286056 -0.376658 0.827677 -0.121 0.017 0.067
C -10.016951 0.956415 0.662422 0.077 0.118 0.078
C -10.060791 1.504371 -0.767327 -0.106 -0.153 -0.077
C -8.698367 1.713995 -1.427252 -0.059 0.125 0.010
C -7.834217 2.740410 -0.706293 0.180 -0.059 -0.061
H -9.929912 -1.333381 -1.019929 -0.040 -0.026 0.049
H -9.393588 -2.450359 0.235114 -0.095 0.007 -0.049
H -10.971259 -1.662709 0.376776 0.044 0.010 -0.065
H -8.237927 -0.279241 0.525961 -0.026 0.045 0.007
H -9.275085 -0.636967 1.891551 0.043 0.055 -0.056
H -9.551197 1.697045 1.321948 -0.042 -0.024 -0.043
H -11.047107 0.843403 1.021059 0.080 -0.012 -0.025
H -10.601445 2.457923 -0.755562 0.056 -0.045 -0.015
H -10.655206 0.832248 -1.396393 0.019 0.045 0.051
H -8.858398 2.056047 -2.454854 -0.003 -0.066 0.024
H -8.156070 0.764991 -1.501007 -0.063 -0.005 0.002
H -8.337035 3.710203 -0.663344 0.036 -0.048 0.047
H -6.886534 2.874282 -1.236662 -0.045 0.067 0.075
H -7.599776 2.427044 0.314312 -0.019 0.054 -0.036
C -9.095264 0.082653 -5.180251 -0.061 -0.140 -0.076
C -7.926740 0.454185 -6.082850 0.064 0.039 0.094
C -7.479847 1.907998 -5.923357 0.115 0.034 -0.101
C -8.531230 2.959212 -6.292400 -0.126 -0.042 0.133
C -9.075065 2.865681 -7.717898 0.055 0.093 0.013
C -8.006766 3.078747 -8.782694 -0.084 -0.082 -0.151
H -9.986653 0.671073 -5.410599 0.037 -0.031 0.054
H -9.352180 -0.971599 -5.310918 -0.045 0.067 0.070
H -8.838802 0.241100 -4.128975 -0.055 0.017 -0.038
H -8.186659 0.244983 -7.125366 0.035 0.048 0.029
H -7.079944 -0.197781 -5.842139 -0.023 0.043 -0.067
H -6.578899 2.067163 -6.526277 -0.051 0.015 0.032
H -7.175677 2.073833 -4.882259 -0.028 -0.030 -0.041
H -8.093392 3.953145 -6.142665 -0.028 -0.049 -0.031
H -9.371450 2.894714 -5.591754 0.066 0.003 -0.017
H -9.849134 3.628909 -7.845620 -0.003 -0.077 0.041
H -9.566585 1.900686 -7.879759 0.016 0.043 0.058
H -7.534719 4.058387 -8.668920 0.022 -0.065 -0.004
H -8.453221 3.032999 -9.780026 0.109 0.029 0.056
H -7.228656 2.312765 -8.734716 -0.017 0.068 -0.011
```
Forces are in eV/Å.

Properties
net charge = +1
E = -131369.4881 eV
multiplicity = 1
max |F| = 8.045 eV/Å
Kohn-Sham gap = 6.52 eV